[1]
Molecular formula: C12H22O5S
Method: DFT, ωB97M-V/def2-TZVPD

Calculated values
LUMO: 3.782 eV
E_tot: -1244.5393 a.u.
molecular weight: 278.37 g/mol

The geometry in ORCA input format:
```
! RIJCOSX wB97M-V def2-TZVPD def2/J DEFGRID3
* xyz -2 1
C 2.2007 -1.5268 1.8601
C 2.1924 -0.8744 0.6272
C 0.8841 -0.4820 -0.1656
C -0.1840 0.2828 0.7194
C -0.1058 1.8428 0.4250
O -1.3996 2.5008 0.3615
S -2.1985 1.9647 -0.9939
O -1.4254 2.1895 -2.2529
O -3.5038 2.6860 -1.0172
C -2.3840 0.1329 -0.7511
C -3.8712 -0.3707 -0.9274
C -4.6191 -0.7355 0.4100
C -4.8418 0.5155 1.3824
C -1.6703 -0.3181 0.5801
H 2.9393 -2.3686 1.9698
H 1.5176 -1.3083 2.7192
H 3.1956 -0.6420 0.1401
H 0.4509 -1.4490 -0.5559
H 1.2098 0.1549 -1.0346
H 0.1045 0.1571 1.8058
H 0.4971 2.3255 1.2414
H 0.4446 2.0764 -0.5337
H -1.7896 -0.3277 -1.5952
H -4.5062 0.4093 -1.4448
H -3.8621 -1.2596 -1.6267
H -5.6622 -1.0622 0.1088
H -4.1865 -1.6246 0.9524
H -4.2408 0.3712 2.3160
H -5.9304 0.5096 1.6940
H -4.6723 1.4950 0.8684
H -1.5165 -1.4366 0.5715
H -2.2225 -0.0282 1.5141
O 4.4275 -0.1961 -1.6736
C 5.7592 -0.4104 -1.8676
C 6.5320 -0.5388 -0.4777
O 7.8600 -0.7441 -0.6658
H 6.3109 0.3763 -2.4325
H 6.0356 -1.3291 -2.4350
H 5.9823 -1.3342 0.0865
H 6.2486 0.3766 0.0977
*
```



[2]
Molecular formula: C12H22Si
Method: DFT, ωB97M-V/def2-TZVPD

Calculated values
LUMO (spin up / spin down): 0.136 / 0.134 eV
E_tot: -759.7469 a.u.
molecular weight: 194.39 g/mol

The geometry in ORCA input format:
```
! RIJCOSX wB97M-V def2-TZVPD def2/J DEFGRID3
* xyz 0 1
C 3.4246 0.2938 -0.7507
C -2.6129 -1.8029 -0.8148
C -1.4364 2.6878 -0.3422
C 2.3755 -0.2439 -1.3038
C -1.8679 -0.7147 -1.0066
C -0.7527 1.8544 0.4433
C 4.8377 0.2269 -1.2947
C -3.5536 -2.3751 -1.8197
C -1.4612 4.1700 -0.1819
C 0.5398 -0.2200 2.7795
C 0.3177 -2.3414 1.4713
C -0.3338 -1.0005 1.8002
Si -0.6569 0.0110 0.2117
H 3.3438 0.8523 0.1758
H -2.5766 -2.3332 0.1284
H -2.0202 2.2986 -1.1655
H 2.3095 -0.8166 -2.2103
H -1.9403 -0.2196 -1.9673
H -0.1667 2.2889 1.2445
H 5.4955 -0.2448 -0.5642
H 5.2095 1.2332 -1.4892
H 4.8686 -0.3452 -2.2196
H -3.5593 -1.7837 -2.7325
H -4.5648 -2.4087 -1.4131
H -3.2676 -3.3982 -2.0657
H -2.4763 4.5510 -0.2835
H -0.8552 4.6364 -0.9609
H -1.0625 4.4657 0.7867
H 1.4628 0.0961 2.2953
H 0.0194 0.6606 3.1523
H 0.8013 -0.8437 3.6351
H 1.2895 -2.1819 1.0106
H -0.2936 -2.9166 0.7798
H 0.4563 -2.9319 2.3768
H -1.2930 -1.2042 2.2948
*
```



[3]
Molecular formula: C12H23AlN2O3P2
Method: DFT, ωB97M-V/def2-TZVPD

Calculated values
LUMO: -6.900 eV
E_tot: -1731.0055 a.u.
molecular weight: 332.26 g/mol

The geometry in ORCA input format:
```
! RIJCOSX wB97M-V def2-TZVPD def2/J DEFGRID3
* xyz 2 1
Al 0.2010 0.7187 0.1642
P 2.0918 -0.8073 1.0794
C 2.3757 -1.0648 -0.7227
C 1.1091 -1.5999 -1.3371
N -0.0366 -1.0122 -0.9031
C -1.2329 -1.3917 -1.4040
C -1.3092 -2.3909 -2.3645
C -0.1455 -2.9552 -2.8731
C 1.0771 -2.5589 -2.3387
C -2.4840 -0.6888 -0.9105
P -2.1062 0.9149 -0.1220
H 2.0256 -2.9698 -2.6748
H -2.2962 -2.6860 -2.7155
H -0.1898 -3.6903 -3.6755
H -3.1857 -0.5350 -1.7457
H -2.9994 -1.3224 -0.1692
H 2.5029 0.0056 -1.1188
H 3.2420 -1.7118 -0.8951
H -0.3157 4.7447 1.0696
O 1.4237 1.4396 -0.9295
H 1.1457 1.7656 -1.8027
H -0.0289 3.1334 0.4938
O -0.4248 3.7898 1.2207
H 0.1179 3.5122 2.0168
C -2.5759 2.1394 -1.3745
H -3.5768 1.8925 -1.7531
H -2.6188 3.1394 -0.9177
H -1.8614 2.1358 -2.2100
C -3.3212 1.1219 1.2041
H -3.0757 2.0259 1.7832
H -4.3306 1.2335 0.7787
H -3.3039 0.2528 1.8776
C 2.2640 -2.4672 1.8030
H 3.3047 -2.8155 1.7289
H 1.9739 -2.4180 2.8633
H 1.5969 -3.1745 1.2932
C 3.5983 0.0842 1.5637
H 3.4908 0.3703 2.6185
H 4.4853 -0.5525 1.4413
H 3.6951 0.9965 0.9616
O -0.5342 0.8039 4.0609
C -0.1041 1.1424 3.0120
N 0.3361 1.4496 1.9235
*
```